(1)
This record from OMol25 describes a structure of composition C29H42AlBBrCaClIN2O11. The level of theory is ωB97M-V/def2-TZVPD.

Positions of all 90 atoms, in Å:
C -1.3206 -2.3102 5.0354
N -2.2912 -1.1938 5.3511
C -3.5874 -1.5580 4.6601
B -1.7698 0.1739 4.9442
O -1.5876 1.2558 5.9335
C -1.3550 0.4153 3.3513
C -2.2327 1.0244 2.3153
I -4.2448 1.7671 2.7976
C -1.6811 1.1505 0.7415
O -2.2270 2.0169 -0.1216
C -0.4543 0.0993 0.3090
C 0.4459 -0.4937 1.3368
C 1.7136 -1.4979 1.0655
C 1.5888 -2.4284 -0.2789
C 0.1700 -3.2629 -0.1973
C 0.2555 -4.6387 -1.1221
O 1.3348 -5.4371 -1.0860
O -0.9327 -4.9263 -1.9858
C 0.1721 -0.0797 2.9310
O 1.1627 -0.1904 3.8414
H -1.7349 -3.3432 5.4075
H -1.2269 -2.3681 3.8525
H -0.2304 -2.0693 5.4244
H -4.0286 -2.4918 5.2587
H -3.3496 -1.9550 3.5642
H -4.3861 -0.6969 4.6368
H -0.6138 1.2565 6.2442
H -0.2873 -0.1867 -0.8212
H 2.6790 -0.8195 1.0154
H 1.8129 -2.1945 2.0067
H 2.4877 -3.2002 -0.2446
H 1.6547 -1.7072 -1.2159
H -0.1706 -3.5155 0.9056
H -0.6620 -2.5778 -0.6915
H -1.5889 -4.1606 -1.9132
Al -1.1219 -1.1026 -2.2052
N -3.7602 -0.8292 -5.6418
C -4.3942 -0.9774 -6.8256
C -3.9708 -0.3873 -8.0057
C -2.8298 0.4073 -7.9719
C -2.1560 0.5806 -6.7672
C -2.6544 -0.0535 -5.6405
H -5.2811 -1.6038 -6.7999
H -4.5178 -0.5430 -8.9287
H -2.4683 0.8873 -8.8766
H -1.2641 1.1940 -6.7075
H -2.1619 0.0479 -4.6775
C -4.7380 3.3396 -9.7289
O -4.4818 2.3668 -10.7251
H -4.4945 2.9189 -8.7505
H -4.1162 4.2200 -9.9095
H -5.7949 3.6159 -9.7515
H -4.7069 2.7685 -11.5814
Cl 0.3441 -2.5897 2.8440
C 2.3525 1.6735 6.9222
C 2.6275 2.7828 5.9282
O 3.2529 2.2516 4.7692
H 3.2834 1.1716 7.2059
H 1.8744 2.0672 7.8236
H 1.7013 0.9113 6.4818
H 3.2960 3.5308 6.3645
H 1.7000 3.2810 5.6296
H 2.6476 1.5945 4.3846
C 7.7125 -1.3777 8.3656
C 6.8376 -0.7188 9.1316
C 6.0363 0.3977 8.5926
O 5.2368 1.0026 9.2935
C 6.2381 0.7567 7.1748
C 7.1130 0.0978 6.4088
C 7.9143 -1.0187 6.9478
O 8.7139 -1.6236 6.2469
H 8.3086 -2.1985 8.7454
H 6.6776 -0.9706 10.1732
H 5.6420 1.5775 6.7950
H 7.2730 0.3496 5.3673
Br -2.9561 1.4297 -1.8050
C 1.5292 -1.9102 -8.5315
C 0.9136 -0.5050 -8.6542
O 1.1127 0.1057 -7.4975
H 1.0549 -2.4975 -7.7352
H 1.3895 -2.4595 -9.4699
H 2.6078 -1.8695 -8.3340
H -0.1226 -0.6725 -8.9872
H 1.3643 -0.0712 -9.5605
C -3.6314 4.5504 -2.8247
O -3.0580 3.3641 -2.6898
H -3.1140 5.2931 -3.4556
H -4.6421 4.5761 -3.2663
H -3.7945 5.1404 -1.9068
Ca -4.0386 5.8710 -0.6344

Atoms 1-2, force components in eV/Å:
C 0.089 0.110 -0.443
N -0.081 0.787 -1.409

## Properties
HOMO level (eV): -8.04
Charge: +1
E (eV): -172599.8775
Orbital gap (eV): 1.40
Strongest force on any atom (eV/A): 9.3

---

(2)
This record from OMol25 describes a cluster of 2 separate species, C29H42Br2F4O5Si in total. The level of theory is ωB97M-V/def2-TZVPD.

Positions of all 83 atoms, in Å:
C 3.6982 1.4877 -1.5026
C 3.7896 0.2757 -2.3956
Br 3.5327 0.5753 -4.2644
C 4.0314 -0.9472 -1.9230
Br 4.0660 -2.4485 -3.1207
C 4.2529 -1.2857 -0.4575
C 3.0015 -1.8937 0.2292
C 1.6848 -1.1896 -0.1499
C 0.8076 -1.9495 -1.1740
C 0.3556 -1.0974 -2.3613
C -0.3808 0.2041 -1.9727
C -1.8832 0.1990 -2.2583
C -2.7104 -0.6401 -1.2777
C -2.5285 -0.2823 0.2115
Si -2.7763 1.5436 0.6661
C -3.9321 2.4845 -0.4824
C -3.5740 1.5899 2.3879
C -1.0578 2.3427 0.8127
C -0.7782 3.5676 0.2625
C 0.4930 4.0876 0.3615
C 1.4582 3.3685 0.9955
C 1.1738 2.1544 1.5664
C -0.0835 1.6264 1.4760
O 5.1519 -2.4547 -0.5042
C 5.5956 -2.6249 0.7818
O 5.9983 -3.6527 1.2712
O 5.5045 -1.4144 1.4085
C 5.1949 -0.4131 0.3927
C 6.5741 -0.1159 -0.2579
C 6.9802 1.3764 -0.2360
C 7.0238 2.0448 -1.6259
F 8.3042 2.4336 -1.9564
H 4.5856 1.6325 -0.8944
H 3.6502 2.3661 -2.1489
H 2.7910 1.5020 -0.9001
H 3.1051 -1.8867 1.3136
H 2.9688 -2.9353 -0.0858
H 1.0947 -1.1059 0.7669
H 1.8381 -0.1615 -0.4715
H -0.0878 -2.3152 -0.6626
H 1.3542 -2.8146 -1.5567
H -0.2917 -1.6876 -3.0175
H 1.2248 -0.8222 -2.9656
H 0.0641 1.0497 -2.5040
H -0.2115 0.3947 -0.9098
H -2.0330 -0.2266 -3.2577
H -2.2411 1.2289 -2.3298
H -3.7532 -0.6426 -1.6005
H -2.3656 -1.6758 -1.3986
H -1.5795 -0.6503 0.6077
H -3.3018 -0.8334 0.7577
H -3.4616 2.8072 -1.4107
H -4.8625 1.9433 -0.6595
H -4.2184 3.4115 0.0289
H -4.5582 1.1181 2.3566
H -3.6994 2.6298 2.6964
H -2.9164 1.0837 3.0968
H -1.5556 4.1161 -0.2548
H 0.7290 5.0464 -0.0812
H 2.4773 3.7283 1.0727
H 1.9590 1.6060 2.0761
H -0.3428 0.6610 1.8898
H 4.7210 0.4021 0.9333
H 6.5258 -0.4667 -1.2888
H 7.3261 -0.6718 0.2917
H 6.2626 1.9496 0.3590
H 7.9455 1.5356 0.2425
H 6.6014 1.3716 -2.3761
H 6.4086 2.9478 -1.6082
C -9.1204 -2.1444 2.8797
C -7.7017 -1.6935 3.1519
O -6.7493 -2.6157 2.5898
C -6.4817 -2.4627 1.3003
O -6.9570 -1.6408 0.5743
C -5.4176 -3.4804 0.8663
F -5.6640 -4.7016 1.3528
F -4.2081 -3.1048 1.3060
F -5.3522 -3.5862 -0.4576
H -9.2726 -3.1627 3.2391
H -9.8311 -1.4846 3.3762
H -9.3340 -2.1422 1.8109
H -7.5100 -1.6818 4.2230
H -7.5213 -0.6865 2.7774

Atoms 1-2, force components in eV/Å:
C -0.075 0.606 -0.983
C 0.113 -0.277 0.293

## Properties
HOMO level (eV): -9.47
E (eV): -199825.0244
Orbital gap (eV): 9.83
Strongest force on any atom (eV/A): 2.0